Entry 1:
DFT (ωB97M-V/def2-TZVPD) results for a molecular structure, C34H20Cl6GdN9O4Se.

The calculation puts the relative energy (zero: lowest compared OMol25 entry of this formula, charge and spin) at 5.1317 eV. As for the spin multiplicity: 8. As for the HOMO-LUMO gap (spin up / spin down): 0.13324 / 0.19429 hartree.

Each line ends with the Mulliken spin population.
Cartesian coordinates (Å):
Gd -0.98138 0.04043 0.34886  5.65
Cl -6.16068 4.67576 -0.07245  0.02
C -4.95840 3.60788 0.55664  0.07
C -4.47825 3.78960 1.84502  0.11
Cl -5.06463 5.08225 2.82302  0.02
C -3.48822 2.93482 2.33872  -0.02
Cl -2.83583 3.15658 3.92619  0.00
C -2.95571 1.90420 1.56748  0.18
O -1.96620 1.13821 1.95535  0.18
C -3.45992 1.71069 0.23549  0.11
O -2.91304 0.75609 -0.47277  0.23
C -4.44859 2.57312 -0.23278  0.03
Cl -4.99570 2.36348 -1.86272  0.00
Se 0.60566 -3.42625 -7.04001  0.02
N 0.35034 -4.07522 -5.41481  0.01
C -0.06491 -3.08750 -4.66005  -0.01
C -0.42531 -3.23248 -3.26731  0.06
C -0.49842 -4.48532 -2.65758  0.02
C -0.93029 -4.55912 -1.35677  0.07
C -1.24286 -3.37658 -0.69115  -0.02
N -1.11251 -2.16937 -1.22254  0.04
C -0.74571 -2.08707 -2.51783  0.07
C -0.79910 -0.77566 -3.16638  0.06
N -1.12140 0.28484 -2.40559  0.03
C -1.44079 1.41163 -3.01343  0.00
C -1.36117 1.59926 -4.39196  0.07
C -0.89990 0.56644 -5.16913  0.03
C -0.62380 -0.65713 -4.55506  0.03
C -0.19195 -1.81174 -5.30927  0.00
N 0.11400 -1.79045 -6.58334  0.01
H -0.23541 -5.36267 -3.23290  0.00
H -1.02992 -5.50810 -0.84995  0.01
H -1.61188 -3.41009 0.32333  0.01
H -1.80852 2.19973 -2.37560  -0.01
H -1.65116 2.54574 -4.82546  0.01
H -0.79262 0.64963 -6.24208  0.00
Cl 5.15135 1.72056 2.50746  0.00
C 4.43580 0.39066 1.65526  0.00
C 4.87913 -0.88323 1.93863  0.00
C 4.32159 -1.96719 1.28256  0.00
C 3.31497 -1.75584 0.36118  0.00
C 2.87706 -0.47360 0.08798  0.00
Cl 1.55436 -0.33594 -1.04036  0.01
C 3.41934 0.65803 0.71562  -0.01
N 3.07414 1.97778 0.47215  0.00
C 1.79689 2.50729 0.08554  0.00
C 1.59457 2.86375 -1.24066  -0.02
C 0.44164 3.52759 -1.61987  0.03
C -0.53307 3.81082 -0.67383  -0.06
C -0.33748 3.45403 0.65133  0.10
C 0.83575 2.82114 1.06064  -0.01
C 1.06740 2.45681 2.49523  -0.02
C 1.17254 0.91161 2.66948  0.00
O 1.67769 0.45958 3.68436  0.00
O 0.74458 0.22705 1.67101  -0.13
H 5.64439 -1.02796 2.68785  0.00
H 4.66486 -2.96993 1.49587  0.00
H 2.84805 -2.58621 -0.15138  0.00
H 3.52760 2.58343 1.14172  0.00
H 2.35628 2.61805 -1.96916  0.00
H 0.32497 3.84788 -2.64671  0.01
H -1.43145 4.35166 -0.94843  0.00
H -1.06315 3.75582 1.39487  -0.01
H 0.23331 2.78286 3.11740  0.00
H 1.98552 2.89539 2.88858  0.00
N 1.69070 -4.23462 4.90015  0.00
C 0.75257 -3.36985 4.47503  0.00
N -0.02404 -2.76654 5.39283  0.00
N 0.59891 -3.23551 3.19051  0.00
C -0.23033 -2.49809 2.54214  0.03
N -0.94490 -1.90014 1.85026  -0.01
H 1.94138 -4.31472 5.86780  0.00
H 2.29694 -4.64426 4.21341  0.00
H 0.19921 -2.80877 6.37072  0.00
H -0.63490 -2.02500 5.09170  0.00



Entry 2:
DFT (ωB97M-V/def2-TZVPD) results for a molecular structure, C34H20F15GeN3PtS.

The calculation puts the relative energy (zero: lowest compared OMol25 entry of this formula, charge and spin) at 1.5257 eV. As for the spin multiplicity: 1. As for the HOMO-LUMO gap: 0.27366 hartree.

Each line ends with the Mulliken charge.
Cartesian coordinates (Å):
Pt 0.50598 -0.34880 -1.52853  0.40
C -1.06356 -3.06230 -1.70247  -1.25
N -0.27542 -2.08768 -2.48180  0.54
C -1.15619 -1.47428 -3.51465  -0.91
C 0.87590 -2.70638 -3.17445  1.34
C 0.76193 -3.96565 -3.72905  -0.34
C 1.80995 -4.52766 -4.44407  -0.92
C 2.97016 -3.79173 -4.59679  -0.94
C 3.09526 -2.52260 -4.05344  -0.88
C 2.04704 -1.92492 -3.33798  0.19
N 2.04596 -0.68874 -2.72376  -0.39
C 2.94511 0.36514 -2.78542  0.24
C 4.27598 0.34312 -3.23045  -0.98
C 5.05765 1.48830 -3.22381  -0.82
C 4.56893 2.69318 -2.75204  -0.99
C 3.27976 2.72747 -2.23960  -0.14
C 2.50179 1.58867 -2.23017  0.73
N 1.13507 1.61713 -1.66841  0.46
C 0.21566 2.19502 -2.69280  -0.93
C 1.04227 2.42774 -0.44074  -0.87
H -1.50762 -3.81440 -2.35543  0.37
H -0.42179 -3.53623 -0.96465  0.36
H -1.86129 -2.53543 -1.18990  0.56
H -1.64918 -2.26804 -4.08359  0.42
H -1.90435 -0.84993 -3.02927  0.22
H -0.55267 -0.87258 -4.18942  0.36
H -0.15263 -4.52833 -3.60965  0.27
H 1.71713 -5.51892 -4.86458  0.40
H 3.81022 -4.20860 -5.13748  0.40
H 4.03005 -2.01795 -4.19783  0.16
H 4.74124 -0.56908 -3.55063  0.41
H 6.07767 1.42136 -3.57995  0.39
H 5.18266 3.58278 -2.75082  0.40
H 2.89563 3.65354 -1.83456  0.35
H 0.44739 3.25632 -2.81711  0.41
H 0.36489 1.67841 -3.63734  0.31
H -0.81301 2.07765 -2.35760  0.22
H 1.21217 3.48567 -0.64969  0.33
H 0.04445 2.29906 -0.03746  0.01
H 1.78458 2.06801 0.26426  0.37
F -1.70459 -2.92592 3.49911  -0.27
C -2.85023 -2.36334 3.12542  0.11
C -2.88465 -1.07103 2.62328  -0.43
C -4.13616 -0.64646 2.18731  0.37
F -4.28870 0.55864 1.61699  -0.31
C -5.28178 -1.41459 2.28315  0.04
F -6.45269 -0.94390 1.85248  -0.29
C -5.20290 -2.68439 2.82109  0.74
F -6.29006 -3.44154 2.92111  -0.30
C -3.97640 -3.16205 3.23887  0.04
F -3.87979 -4.39474 3.73724  -0.30
Ge -1.36793 0.13882 2.16558  1.03
S -1.21297 -0.51507 0.09411  -0.28
C -2.11230 1.89994 2.67892  -0.41
C -2.43716 2.09264 4.00715  0.46
F -2.19325 1.10893 4.89315  -0.35
C -3.00686 3.25972 4.48444  0.20
F -3.30200 3.40227 5.77574  -0.30
C -3.26510 4.28725 3.59503  0.64
F -3.80830 5.42191 4.02408  -0.30
C -2.95183 4.13165 2.25434  0.19
F -3.19884 5.12351 1.39794  -0.32
C -2.38576 2.94740 1.82070  0.42
F -2.10817 2.84386 0.51272  -0.34
C 0.35029 0.19578 3.18553  -0.33
C 0.93310 -0.73378 4.03578  0.58
F 0.34403 -1.89362 4.30077  -0.28
C 2.15288 -0.52744 4.66145  -0.07
F 2.66124 -1.46269 5.46184  -0.30
C 2.84639 0.64936 4.45720  0.83
F 4.01594 0.85490 5.04980  -0.30
C 2.29908 1.61307 3.63264  0.04
F 2.93757 2.76610 3.42687  -0.31
C 1.08033 1.36787 3.02975  0.24
F 0.59280 2.36859 2.27155  -0.41



Entry 3:
DFT (ωB97M-V/def2-TZVPD) results for a molecular structure, C34H24Cl2IrN9O2S2.

The calculation puts the relative energy (zero: lowest compared OMol25 entry of this formula, charge and spin) at 0.0000 eV. As for the spin multiplicity: 6. As for the net charge: +1. As for the HOMO-LUMO gap (spin up / spin down): 0.23723 / 0.17261 hartree.

Each line ends with the Mulliken spin population.
Cartesian coordinates (Å):
Ir -0.05892 -0.12106 0.37978  1.48
C -1.74355 3.17582 -1.81695  0.06
C -1.01469 4.27933 -1.36193  -0.01
C -0.22525 4.13778 -0.25545  0.07
C -0.12628 2.89756 0.41094  -0.04
N -0.73237 1.79573 -0.13337  0.07
C -1.56322 1.97496 -1.18933  0.00
N 0.51560 2.90742 1.59873  0.20
C 0.66847 1.88854 2.39972  0.08
N 0.41001 0.55737 2.12556  0.16
C 0.68166 -0.19771 3.26013  0.27
N 0.54398 -1.56659 3.36110  0.33
C 0.44370 -2.39434 2.37835  0.04
C 0.28057 -3.77952 2.74704  0.25
C 0.28555 -4.76217 1.79759  -0.05
C 0.47042 -4.38705 0.47108  0.24
C 0.58112 -3.02491 0.14527  0.05
N 0.54221 -2.03963 1.02281  0.17
C 1.12351 0.63776 4.27941  0.05
C 1.50243 0.38393 5.61781  0.13
C 1.88587 1.45261 6.37911  -0.04
C 1.90856 2.76748 5.84615  0.16
C 1.53283 3.03138 4.54374  -0.05
C 1.13851 1.95676 3.75516  0.10
H -2.42837 3.24719 -2.65004  0.00
H -1.09486 5.23631 -1.86240  0.00
H 0.32913 4.96174 0.17039  0.00
H -2.09622 1.10746 -1.53677  0.00
H 0.17005 -3.98736 3.80109  0.00
H 0.15899 -5.80168 2.06938  0.00
H 0.48982 -5.11419 -0.32795  0.00
H 0.68364 -2.73725 -0.88597  0.04
H 1.47446 -0.62022 6.02159  0.01
H 2.17313 1.29785 7.41094  0.00
H 2.22557 3.58352 6.48306  0.01
H 1.54253 4.03463 4.13685  0.00
N -7.01122 0.28935 -3.57288  0.00
C -5.83063 -0.15913 -3.06045  0.00
C -5.46630 0.14237 -1.73896  0.00
C -4.27202 -0.30966 -1.22420  0.00
C -3.40720 -1.05229 -2.02759  0.00
C -3.76308 -1.37813 -3.33869  0.00
C -4.95769 -0.92861 -3.84921  0.00
S -1.98552 -1.74827 -1.30121  0.04
O -1.75776 -3.05105 -1.85808  0.00
O -2.14845 -1.61858 0.14395  0.04
N -0.63519 -0.80020 -1.50144  -0.15
C -0.12094 -0.50524 -2.73911  -0.01
N 1.06032 0.11910 -2.75619  0.13
C 1.57384 0.45718 -3.93324  -0.02
C 0.93795 0.15479 -5.12226  0.02
C -0.26518 -0.52144 -5.00265  -0.01
N -0.80212 -0.84607 -3.83437  0.02
H -7.67914 0.75217 -2.98553  0.00
H -7.31700 -0.00663 -4.48018  0.00
H -6.14385 0.71362 -1.11508  0.00
H -4.00752 -0.10705 -0.19369  -0.01
H -3.09828 -1.98973 -3.92896  0.00
H -5.24556 -1.18495 -4.86266  0.00
H 2.52607 0.97683 -3.90398  0.00
H 1.35577 0.42725 -6.07960  0.00
H -0.82881 -0.81710 -5.88235  0.00
Cl 3.47262 -1.94723 -1.46855  0.01
C 4.17484 -1.08270 -0.14236  0.04
C 5.28137 -1.61749 0.48987  -0.01
C 5.90398 -0.89806 1.49566  0.03
C 5.43105 0.35263 1.85812  -0.02
C 4.32484 0.87806 1.21650  -0.02
Cl 3.74786 2.43951 1.67836  0.02
C 3.65698 0.16419 0.21252  0.06
S 2.26320 0.88239 -0.58588  0.99
H 5.65815 -2.58448 0.18333  0.00
H 6.77642 -1.30721 1.98729  0.00
H 5.91963 0.93244 2.63116  0.00